# 1
Molecular formula: C5H14
Method: DFT, ωB97M-V with the def2-TZVPD basis set

## Properties
ΔE to the lowest compared entry with this formula, charge and spin = 97.96 kJ/mol
E_tot = -198.85185 Eh
SMILES = CCC.CC
highest occupied orbital energy = -11.085 eV

Geometry as ORCA input:
```
! RIJCOSX wB97M-V def2-TZVPD def2/J DEFGRID3
* xyz 0 1
C -1.32 1.80 0.59
C -2.06 3.06 1.09
H -0.60 1.38 1.31
H -1.92 0.94 0.13
H -0.70 2.12 -0.25
H -2.63 3.48 0.27
H -1.34 3.75 1.35
H -2.86 2.75 1.76
C 1.09 -2.44 -0.56
C 2.26 -1.71 0.14
C 0.39 -1.27 -1.36
H 1.36 -3.28 -1.16
H 0.29 -2.77 0.12
H 1.82 -1.43 1.20
H 2.57 -0.92 -0.50
H 0.18 -0.46 -0.57
H 1.00 -0.95 -2.17
H 3.06 -2.49 0.32
H -0.59 -1.57 -1.70
*
```

Löwdin atomic charge list, values in e, 5 entries: atom 1 (C): -0.19, atom 2 (C): -0.16, atom 3 (H): 0.05, atom 4 (H): 0.08, atom 5 (H): 0.05

***

# 2
Molecular formula: C7H13N2O
Method: DFT, ωB97M-V with the def2-TZVPD basis set

## Properties
ΔE to the lowest compared entry with this formula, charge and spin = 386.25 kJ/mol
E_tot = -458.92681 Eh
highest occupied orbital energy = -13.197 eV

Geometry as ORCA input:
```
! RIJCOSX wB97M-V def2-TZVPD def2/J DEFGRID3
* xyz 1 1
C -1.12 -2.87 0.21
C -0.92 -2.44 1.42
C -0.83 -2.02 -0.97
C 0.01 -1.30 1.80
C 0.58 -0.42 0.09
C 0.13 3.28 -0.94
C 0.26 1.82 -1.08
N -0.02 -0.97 -1.02
N 0.45 1.08 0.20
O 1.90 -0.66 0.24
H -1.88 -3.61 -0.07
H -1.28 -2.99 2.27
H -1.30 -2.34 -1.92
H -0.53 -0.73 2.54
H 0.96 -1.78 2.11
H -0.17 3.70 -1.86
H -0.75 3.58 -0.26
H 0.96 3.76 -0.50
H 0.95 1.42 -1.80
H -0.69 1.27 -1.39
H -0.27 1.42 0.83
H 1.30 1.47 0.70
H 2.29 -0.69 -0.61
*
```

Löwdin atomic charge list, values in e, 5 entries: atom 1 (C): -0.07, atom 2 (C): -0.09, atom 3 (C): -0.02, atom 4 (C): 0.04, atom 5 (C): -0.45

***

# 3
Molecular formula: C36H63O14P
Method: DFT, ωB97M-V with the def2-TZVPD basis set

## Properties
E_tot = -2804.02578 Eh
SMILES = COCCCCC1=C(P(C)C)C(=O)C(OC(=O)c2ccccc2)=C(CC(=O)OC(C)=O)C1=O.CCO.CCO.CCO.CCO.CCO.CCO
highest occupied orbital energy = -8.180 eV

Geometry as ORCA input:
```
! RIJCOSX wB97M-V def2-TZVPD def2/J DEFGRID3
* xyz 0 1
C 0.88 4.85 4.70
O 0.76 3.87 5.74
C 0.50 2.55 5.18
C 1.79 1.66 5.19
C 1.42 0.12 4.88
C 1.71 -0.14 3.33
C 0.71 0.67 2.46
C 1.04 1.79 1.70
P 2.81 2.37 1.63
C 3.04 3.83 0.48
C 3.89 0.98 0.89
C -0.15 2.46 0.96
O -0.13 3.62 0.59
C -1.49 1.70 0.69
O -2.39 2.16 -0.30
C -3.28 3.11 0.23
O -4.09 3.59 -0.52
C -3.28 3.62 1.70
C -3.97 2.89 2.78
C -4.00 3.40 4.16
C -3.32 4.64 4.55
C -2.62 5.36 3.47
C -2.61 4.87 2.09
C -1.82 0.61 1.42
C -3.17 -0.14 1.19
C -3.13 -1.11 -0.04
O -3.74 -2.14 0.02
O -2.33 -0.70 -1.13
C -3.11 -0.34 -2.25
C -2.56 0.75 -3.24
O -4.16 -0.85 -2.51
C -0.77 0.15 2.48
O -1.16 -0.65 3.30
H 0.02 4.86 3.98
H 1.88 4.78 4.18
H 0.89 5.85 5.22
H -0.33 2.09 5.77
H 0.10 2.74 4.14
H 2.51 1.98 4.39
H 2.32 1.67 6.18
H 2.00 -0.59 5.52
H 0.34 0.01 5.13
H 2.79 0.12 3.17
H 1.61 -1.23 3.06
H 3.39 4.72 1.08
H 3.92 3.58 -0.20
H 2.18 4.06 -0.19
H 4.16 1.19 -0.18
H 4.80 0.93 1.56
H 3.35 0.01 1.01
H -4.53 1.95 2.59
H -4.54 2.85 4.96
H -3.32 5.06 5.58
H -2.09 6.30 3.77
H -2.06 5.50 1.35
H -3.98 0.64 1.10
H -3.39 -0.71 2.14
H -2.24 1.69 -2.71
H -1.65 0.36 -3.77
H -3.38 1.04 -3.95
C -3.91 -5.50 2.12
C -3.30 -6.35 1.03
O -3.65 -5.83 -0.25
H -5.00 -5.47 2.03
H -3.65 -5.89 3.11
H -3.55 -4.47 2.05
H -3.68 -7.37 1.08
H -2.21 -6.38 1.11
H -3.31 -4.93 -0.30
C 5.57 3.83 -3.79
C 5.65 2.65 -2.85
O 4.58 2.69 -1.91
H 5.61 4.77 -3.23
H 6.39 3.82 -4.51
H 4.62 3.83 -4.33
H 6.59 2.67 -2.29
H 5.60 1.71 -3.40
H 3.75 2.66 -2.40
C -1.28 -10.07 0.37
C -1.72 -9.77 1.79
O -0.77 -10.29 2.72
H -1.17 -11.14 0.22
H -2.00 -9.68 -0.35
H -0.30 -9.62 0.17
H -2.68 -10.24 2.00
H -1.81 -8.69 1.95
H 0.08 -9.86 2.54
C 1.74 6.91 -5.95
C 3.00 6.46 -5.25
O 3.86 5.78 -6.16
H 1.21 6.05 -6.37
H 1.07 7.43 -5.26
H 1.98 7.58 -6.79
H 2.77 5.78 -4.43
H 3.55 7.32 -4.84
H 4.07 6.39 -6.88
C -0.93 -0.88 -7.60
C 0.15 -0.66 -6.57
O -0.42 -0.46 -5.28
H -1.61 -0.03 -7.64
H -0.50 -1.03 -8.60
H -1.53 -1.76 -7.35
H 0.73 0.23 -6.81
H 0.83 -1.51 -6.52
H -0.93 -1.25 -5.06
C 1.03 -6.35 0.60
C 1.65 -6.98 -0.64
O 0.65 -7.61 -1.43
H 0.52 -7.10 1.20
H 1.79 -5.86 1.22
H 0.28 -5.60 0.32
H 2.38 -7.73 -0.35
H 2.16 -6.22 -1.25
H 0.01 -6.94 -1.68
*
```

Löwdin atomic charge list, values in e, 5 entries: atom 1 (C): -0.12, atom 2 (O): -0.21, atom 3 (C): -0.21, atom 4 (C): -0.16, atom 5 (C): -0.16

***

# 4
Molecular formula: C4H4ClF3
Method: DFT, ωB97M-V with the def2-TZVPD basis set

## Properties
ΔE to the lowest compared entry with this formula, charge and spin = 299.82 kJ/mol
E_tot = -914.47504 Eh
highest occupied orbital energy = -9.595 eV

Geometry as ORCA input:
```
! RIJCOSX wB97M-V def2-TZVPD def2/J DEFGRID3
* xyz 0 1
C -1.01 0.68 0.01
C 0.00 1.21 -0.94
C 1.21 0.69 -1.08
C 0.35 -2.06 1.23
F 2.10 1.16 -1.95
F -0.84 -2.55 0.86
F 0.44 -2.38 2.52
Cl -0.27 0.06 1.52
H -1.57 -0.16 -0.42
H -1.70 1.46 0.31
H -0.29 2.05 -1.55
H 1.58 -0.16 -0.51
*
```

Löwdin atomic charge list, values in e, 5 entries: atom 1 (C): -0.48, atom 2 (C): -0.14, atom 3 (C): -0.17, atom 4 (C): -0.32, atom 5 (F): 0.03

***

# 5
Molecular formula: C25H29BaBrN6OS2
Method: DFT, ωB97M-V with the def2-TZVPD basis set

## Properties
ΔE to the lowest compared entry with this formula, charge and spin = 9.77 kJ/mol
E_tot = -4769.85843 Eh
highest occupied orbital energy = -6.604 eV

Geometry as ORCA input:
```
! RIJCOSX wB97M-V def2-TZVPD def2/J DEFGRID3
* xyz 0 1
Ba 0.07 -0.14 0.11
C -3.65 0.22 -1.94
C -3.00 0.94 -0.79
C -3.28 0.56 0.53
C -4.30 -0.51 0.80
C -2.63 1.19 1.60
C -2.89 0.71 3.01
C -1.75 2.25 1.36
C -1.14 3.01 2.51
C -1.46 2.64 0.04
C -0.45 3.72 -0.24
C -2.10 1.99 -1.03
C -1.83 2.44 -2.45
H -4.56 0.73 -2.26
H -3.89 -0.81 -1.68
H -2.98 0.16 -2.80
H -3.82 -1.49 0.86
H -5.06 -0.54 0.03
H -4.81 -0.34 1.75
H -3.78 1.19 3.43
H -2.05 0.93 3.67
H -3.04 -0.36 3.03
H -0.17 2.60 2.83
H -1.79 2.99 3.38
H -0.98 4.06 2.26
H -0.92 4.69 -0.39
H 0.13 3.51 -1.14
H 0.27 3.83 0.57
H -1.63 3.51 -2.49
H -2.67 2.24 -3.10
H -0.96 1.94 -2.89
S -1.18 -2.17 1.97
C -1.07 -3.61 0.98
C -0.92 -4.83 1.71
N -0.79 -5.79 2.34
C -1.10 -3.68 -0.38
S -1.29 -2.35 -1.51
C -0.93 -4.96 -1.01
N -0.78 -5.94 -1.59
Br 5.40 1.91 3.23
C 3.96 0.70 3.29
C 3.88 -0.26 4.29
C 2.80 -1.13 4.27
C 1.85 -1.01 3.27
N 1.93 -0.08 2.31
C 2.97 0.76 2.32
H 4.64 -0.32 5.05
H 2.69 -1.90 5.02
H 0.99 -1.67 3.22
H 3.03 1.49 1.52
C 4.03 -1.45 -4.57
N 3.28 -0.80 -3.52
C 3.70 0.38 -2.79
C 2.58 0.50 -1.76
O 2.44 1.38 -0.92
N 1.72 -0.54 -1.92
C 2.16 -1.28 -2.94
N 1.53 -2.39 -3.28
H 4.65 -0.71 -5.07
H 3.36 -1.87 -5.32
H 4.68 -2.24 -4.18
H 3.77 1.26 -3.42
H 4.66 0.23 -2.28
H 0.63 -2.57 -2.81
H 1.80 -2.95 -4.07
*
```

Löwdin atomic charge list, values in e, 5 entries: atom 1 (Ba): 1.65, atom 2 (C): -0.07, atom 3 (C): -0.23, atom 4 (C): -0.21, atom 5 (C): -0.03

***

# 6
Molecular formula: C31H45BrHgN2P2
Method: DFT, ωB97M-V with the def2-TZVPD basis set

## Properties
ΔE to the lowest compared entry with this formula, charge and spin = 97.23 kJ/mol
E_tot = -4727.13997 Eh
highest occupied orbital energy (alpha / beta) = -13.225 / -13.328 eV

Geometry as ORCA input:
```
! RIJCOSX wB97M-V def2-TZVPD def2/J DEFGRID3
* xyz 2 1
C -0.59 7.28 -6.25
C -0.75 5.91 -6.52
C -1.07 5.57 -7.85
C -1.21 6.60 -8.79
N -1.06 7.88 -8.52
C -0.76 8.21 -7.28
C -0.61 4.91 -5.51
C -0.43 4.14 -4.59
C -0.57 3.18 -3.58
C 0.42 3.19 -2.57
C 0.32 2.21 -1.55
C -0.77 1.32 -1.66
C -1.85 1.41 -2.55
C -1.72 2.35 -3.59
Hg -0.38 -0.88 -1.60
P 2.10 -1.17 -1.28
H -1.23 4.54 -8.17
H -0.35 7.65 -5.25
H -1.46 6.36 -9.82
H -0.64 9.26 -7.09
H -2.50 2.51 -4.37
H 1.21 3.97 -2.58
H -2.67 0.66 -2.53
H 1.12 2.11 -0.80
C 2.40 -2.71 -0.33
C 3.35 -3.68 -1.02
H 1.42 -3.19 -0.18
H 2.78 -2.45 0.67
H 3.46 -4.54 -0.35
H 2.94 -4.04 -1.96
H 4.35 -3.26 -1.20
C 2.12 -1.43 -3.11
C 3.08 -0.54 -3.88
H 1.10 -1.17 -3.45
H 2.23 -2.50 -3.36
H 2.88 -0.67 -4.95
H 2.92 0.52 -3.64
H 4.13 -0.81 -3.71
C 3.31 0.06 -0.74
C 4.74 -0.46 -0.71
H 3.03 0.42 0.26
H 3.23 0.94 -1.41
H 5.41 0.38 -0.48
H 4.88 -1.21 0.08
H 5.08 -0.89 -1.66
Br -1.63 -1.71 0.58
P -2.39 -3.10 -3.88
C -0.59 -3.38 -3.92
C -0.24 -4.86 -4.24
H -0.20 -3.09 -2.92
H -0.19 -2.73 -4.72
H 0.82 -4.94 -4.51
H -0.42 -5.52 -3.37
H -0.83 -5.27 -5.07
C -3.00 -2.95 -2.18
C -4.41 -3.58 -1.98
H -3.00 -1.88 -1.87
H -2.29 -3.52 -1.55
H -4.57 -3.73 -0.90
H -5.22 -2.94 -2.36
H -4.49 -4.56 -2.48
C -2.73 -1.52 -4.73
C -3.01 -1.71 -6.23
H -1.85 -0.88 -4.56
H -3.63 -1.12 -4.23
H -3.43 -0.77 -6.61
H -2.10 -1.92 -6.81
H -3.73 -2.51 -6.44
C 1.00 3.84 4.98
C 0.81 2.98 3.78
C 1.52 1.79 3.68
C 1.37 1.03 2.52
N 0.64 1.46 1.49
C -0.13 2.54 1.62
C -0.03 3.37 2.74
H 0.70 3.32 5.90
H 2.05 4.11 5.08
H 0.39 4.73 4.86
H 2.19 1.48 4.49
H 1.86 0.05 2.42
H -0.83 2.78 0.82
H -0.57 4.30 2.80
*
```

Löwdin atomic charge list, values in e, 5 entries: atom 1 (C): 0.00, atom 2 (C): -0.22, atom 3 (C): -0.01, atom 4 (C): -0.13, atom 5 (N): 0.08